Entry 1:
{
  "formula": "C5H11NO",
  "method": "ωB97M-V/def2-TZVPD",
  "species": ["C", "N", "C", "C", "O", "H", "H", "H", "H", "H", "H", "H", "C", "C", "H", "H", "H", "H"],
  "xyz": [[-1.47800, 1.34181, 0.09837], [-0.52496, 0.57692, 0.88088], [0.70541, 0.44766, 0.40075], [1.25701, 1.01777, -0.86312], [1.65181, 0.16649, 1.30667], [-1.24125, 2.41029, 0.08413], [-1.55678, 0.98877, -0.94048], [-2.46329, 1.23341, 0.55796], [1.30670, 2.10779, -0.76682], [0.61435, 0.76488, -1.70551], [2.26254, 0.63385, -1.03761], [1.18486, -0.02978, 2.13574], [-0.85426, -1.66524, 0.26633], [0.35458, -2.02816, -0.29407], [-1.08378, -1.93094, 1.29287], [-1.71580, -1.45911, -0.36159], [0.46548, -2.07821, -1.37057], [1.11536, -2.49820, 0.31607]],
  "nbo_charge": [-0.44, -0.58, 0.66, -0.72, -0.67, 0.19, 0.18, 0.20, 0.25, 0.23, 0.24, 0.50, -0.30, -0.53, 0.20, 0.19, 0.19, 0.20],
  "e_homo_ev": -8.0,
  "smiles": "C/N=C(\\C)O.C=C",
  "lumo_energy_ev": 0.9,
  "e_above_lowest_kcal_mol": 74.6,
  "orbital_gap_ev": 8.9,
  "total_charge": 0
}


Entry 2:
{
  "formula": "C4H14N2O",
  "method": "ωB97M-V/def2-TZVPD",
  "species": ["C", "N", "C", "C", "C", "N", "H", "H", "H", "H", "H", "H", "H", "H", "H", "H", "H", "H", "O", "H", "H"],
  "xyz": [[1.90423, 2.68581, 0.79342], [1.42037, 1.30650, 0.88763], [1.15091, 0.72159, -0.41166], [0.94657, -0.82984, -0.33922], [-0.49083, -1.17651, -0.07535], [-1.38521, -0.81425, -1.18409], [1.54318, 3.18979, -0.09858], [1.53375, 3.27293, 1.63335], [2.99313, 2.71435, 0.84425], [0.57682, 1.28075, 1.42994], [0.26921, 1.14351, -0.92248], [2.00022, 0.92712, -1.05866], [1.63700, -1.15677, 0.44845], [1.43433, -1.18641, -1.24429], [-0.84984, -0.67676, 0.82206], [-0.64749, -2.25075, 0.09351], [-2.12475, -1.49200, -1.27817], [-0.94407, -0.51083, -2.02946], [-3.69754, -2.20384, 0.19048], [-3.23285, -1.89368, 0.98328], [-4.03715, -3.05071, 0.51558]],
  "nbo_charge": [-0.41, -0.63, -0.21, -0.43, -0.22, -0.88, 0.17, 0.20, 0.19, 0.35, 0.17, 0.18, 0.22, 0.21, 0.16, 0.18, 0.39, 0.36, -0.93, 0.47, 0.47],
  "e_homo_ev": -8.5,
  "smiles": "CNCCCN.O",
  "lumo_energy_ev": 0.7,
  "e_above_lowest_kcal_mol": 37.1,
  "orbital_gap_ev": 9.2,
  "total_charge": 0
}


Entry 3:
{
  "formula": "C3H6OS2",
  "method": "ωB97M-V/def2-TZVPD",
  "species": ["C", "C", "O", "C", "S", "S", "H", "H", "H", "H", "H", "H"],
  "xyz": [[-0.10085, 0.67179, 0.02313], [-1.52496, 0.99611, 0.58531], [-2.08266, 2.10781, 0.57569], [0.30168, -0.83718, 0.35501], [1.90205, -0.98025, 1.41923], [1.18019, -0.73409, -2.48799], [-0.13601, 0.97228, -1.04128], [0.60724, 1.20651, 0.76403], [-2.23622, 0.01374, 0.67446], [-0.19486, -1.50872, 1.12136], [0.36313, -1.32396, -0.61277], [1.92126, -0.58404, -1.37620]],
  "mulliken_spin": [0.01, 0.00, -0.02, -0.01, 0.97, 0.08, 0.00, -0.02, 0.00, 0.01, -0.02, 0.00],
  "e_homo_ev": [-13.9, -14.0],
  "lumo_energy_ev": [-10.3, -10.0],
  "e_above_lowest_kcal_mol": 118.9,
  "orbital_gap_ev": [3.6, 4.0],
  "total_charge": 1,
  "multiplicity": 2
}


Entry 4:
{
  "formula": "CBrClNO2P",
  "method": "ωB97M-V/def2-TZVPD",
  "species": ["Cl", "P", "Br", "O", "C", "N", "O"],
  "xyz": [[-1.49424, 2.17552, 0.15306], [-1.27380, 0.36374, -0.64563], [-2.96229, -0.99339, 0.20857], [0.00463, -0.02022, 0.34979], [1.22700, -0.42966, 0.09134], [2.07246, -1.26846, -0.26671], [2.42625, 0.17246, 0.10957]],
  "nbo_charge": [-0.23, 1.07, -0.23, -0.78, 0.75, -0.17, -0.41],
  "e_homo_ev": -9.7,
  "smiles": "ClP(Br)OC1=NO1",
  "lumo_energy_ev": -0.8,
  "e_above_lowest_kcal_mol": 94.7,
  "orbital_gap_ev": 8.9,
  "total_charge": 0
}


Entry 5:
{
  "formula": "C7H16O",
  "method": "ωB97M-V/def2-TZVPD",
  "species": ["C", "C", "C", "C", "C", "C", "C", "H", "H", "H", "H", "H", "H", "H", "H", "H", "H", "H", "H", "H", "H", "O", "H", "H"],
  "xyz": [[3.76269, -1.32480, 0.79934], [2.89394, -0.37473, -0.04350], [1.73036, -0.00781, 0.48543], [0.84481, 1.02961, -0.12300], [-0.63391, 0.57794, -0.25812], [-1.32014, 0.53767, 1.15626], [-2.31545, 1.68901, 1.16945], [4.01125, -0.76672, 1.69341], [4.68689, -1.59698, 0.28942], [3.16693, -2.19769, 1.06217], [3.21614, -0.05195, -1.01938], [1.42223, -0.45931, 1.43244], [1.31227, 1.34622, -1.06765], [0.94647, 1.92134, 0.50940], [-0.95124, 1.37213, -0.93823], [-0.74934, -0.42071, -0.69112], [-0.56348, 0.70399, 1.92751], [-1.80112, -0.43539, 1.23277], [-3.25877, 1.46980, 0.66533], [-2.58607, 2.06853, 2.16833], [-1.83451, 2.58163, 0.75583], [-4.34286, -2.70627, -3.70729], [-3.50060, -3.18576, -3.73479], [-4.13650, -1.76972, -3.76401]],
  "nbo_charge": [-0.65, -0.19, -0.19, -0.43, -0.40, -0.41, -0.61, 0.21, 0.21, 0.22, 0.20, 0.19, 0.20, 0.20, 0.21, 0.20, 0.20, 0.21, 0.21, 0.20, 0.20, -0.94, 0.47, 0.47],
  "e_homo_ev": -9.0,
  "smiles": "C/C=C/CCCC.O",
  "lumo_energy_ev": 0.7,
  "e_above_lowest_kcal_mol": 33.7,
  "orbital_gap_ev": 9.7,
  "total_charge": 0
}


Entry 6:
{
  "formula": "C28H25Cl57FN3O6",
  "method": "ωB97M-V/def2-TZVPD",
  "species": ["C", "C", "C", "C", "O", "N", "C", "O", "F", "O", "C", "O", "O", "C", "C", "N", "N", "C", "O", "H", "H", "H", "H", "H", "H", "C", "Cl", "Cl", "Cl", "H", "C", "Cl", "Cl", "Cl", "H", "C", "Cl", "Cl", "Cl", "H", "C", "Cl", "Cl", "Cl", "H", "C", "Cl", "Cl", "Cl", "H", "C", "Cl", "Cl", "Cl", "H", "C", "Cl", "Cl", "Cl", "H", "C", "Cl", "Cl", "Cl", "H", "C", "Cl", "Cl", "Cl", "H", "C", "Cl", "Cl", "Cl", "H", "C", "Cl", "Cl", "Cl", "H", "C", "Cl", "Cl", "Cl", "H", "C", "Cl", "Cl", "Cl", "H", "C", "Cl", "Cl", "Cl", "H", "C", "Cl", "Cl", "Cl", "H", "C", "Cl", "Cl", "Cl", "H", "C", "Cl", "Cl", "Cl", "H", "C", "Cl", "Cl", "Cl", "H", "C", "Cl", "Cl", "Cl", "H"],
  "xyz": [[-1.46534, 1.30023, 4.59948], [-1.12771, 0.22762, 4.13653], [-0.84595, -1.23326, 3.69780], [-1.98743, -2.23366, 4.21482], [-1.71618, -2.90645, 5.18103], [-3.22917, -2.27135, 3.45018], [-4.39838, -2.46848, 4.28117], [-4.57370, -3.33027, 5.08537], [-5.46420, -1.56954, 4.08615], [0.45384, -1.54995, 4.25696], [1.32396, -0.68993, 3.51050], [2.21959, -0.02353, 3.91112], [0.81684, -0.80852, 2.18233], [-0.49746, -1.44478, 2.13158], [-0.35259, -2.97884, 1.78185], [0.70513, -3.13588, 0.73564], [-1.54406, -0.62919, 1.48240], [-1.97050, -1.14668, 0.40982], [-2.64190, -1.69492, -0.38058], [-1.63525, 2.24362, 5.17476], [-3.19260, -2.91138, 2.65223], [0.05798, -3.50757, 2.70993], [-1.31559, -3.50636, 1.52969], [1.60752, -3.05857, 1.22237], [0.64284, -4.06408, 0.30943], [5.77602, 0.89601, 3.81302], [5.96220, 2.44606, 2.98832], [5.93497, -0.43984, 2.66302], [6.95801, 0.72853, 5.11770], [4.77910, 0.86102, 4.24653], [-1.99632, 2.33125, -1.64790], [-1.01325, 2.95104, -2.97914], [-1.18878, 0.96556, -0.85911], [-2.33791, 3.61184, -0.47747], [-2.93940, 1.98072, -2.05338], [-5.10304, 2.04761, -4.43225], [-4.10918, 2.68271, -5.74749], [-4.30710, 0.66982, -3.65709], [-5.44999, 3.31464, -3.24707], [-6.04477, 1.70339, -4.85110], [4.53814, -4.47422, 1.58302], [4.08973, -2.91010, 2.27551], [3.16628, -5.20196, 0.73415], [5.91634, -4.28787, 0.49549], [4.82799, -5.13757, 2.39371], [1.48433, 4.51061, -5.92763], [-0.18172, 4.73686, -5.37928], [2.57836, 5.58938, -5.05253], [1.98115, 2.82594, -5.72706], [1.53325, 4.75820, -6.98352], [9.25486, -1.97678, 2.20737], [8.81220, -2.49306, 0.57403], [9.97828, -3.31602, 3.10816], [10.36068, -0.59901, 2.14633], [8.35100, -1.66612, 2.72445], [8.51332, 2.91241, 7.74480], [6.83664, 3.24730, 8.19441], [9.62403, 3.88899, 8.71350], [8.87467, 1.19148, 7.92951], [8.64642, 3.17881, 6.69963], [-8.73127, -0.40166, -5.45749], [-8.69227, 1.15403, -6.29950], [-8.54952, -1.73385, -6.60202], [-7.46854, -0.46833, -4.22044], [-9.69581, -0.50094, -4.96718], [2.35191, 2.83934, 0.50256], [1.21867, 3.94722, -0.28000], [3.27574, 3.67139, 1.75814], [1.50589, 1.45394, 1.20357], [3.04342, 2.47122, -0.25098], [-3.27585, -3.66017, 7.88171], [-4.98000, -3.33182, 8.22049], [-2.23465, -2.67089, 8.91534], [-2.91619, -5.37767, 8.09890], [-3.07672, -3.39826, 6.84575], [3.48798, -2.14979, 6.34590], [4.63117, -3.28213, 5.60820], [2.44839, -2.98088, 7.50638], [4.34690, -0.81213, 7.11868], [2.85823, -1.74184, 5.55920], [-7.36676, -5.72988, -5.17512], [-7.84219, -4.18033, -4.46692], [-8.76679, -6.54705, -5.88283], [-6.10459, -5.49528, -6.38977], [-6.96772, -6.36219, -4.38302], [1.03616, -6.75950, 9.14859], [0.18690, -5.29508, 8.64394], [-0.00468, -8.17729, 8.95986], [2.53312, -6.96070, 8.22827], [1.29230, -6.66122, 10.19981], [-5.04182, 6.68704, -5.58814], [-4.85370, 7.95426, -6.80940], [-3.63509, 5.61955, -5.57807], [-5.29440, 7.39793, -3.98974], [-5.91782, 6.09569, -5.84166], [-5.62183, -9.45934, -4.73428], [-4.62292, -8.83633, -6.05068], [-4.83179, -10.83145, -3.95007], [-5.96695, -8.18418, -3.55346], [-6.56487, -9.80073, -5.15245], [3.87351, 6.77353, -1.59573], [2.20297, 7.05268, -1.08333], [4.98212, 7.81259, -0.69158], [4.32094, 5.07452, -1.40117], [3.95253, 7.02628, -2.64945], [0.88325, 7.62393, -8.51569], [0.73524, 8.48822, -10.04995], [0.09671, 6.04260, -8.61564], [2.58350, 7.44497, -8.06252], [0.38410, 8.20602, -7.74571], [9.09398, -3.87063, -3.46899], [8.94562, -5.42770, -4.29258], [9.01768, -2.54232, -4.63249], [7.83395, -3.69426, -2.24056], [10.06061, -3.83642, -2.97390], [-7.67582, 10.41581, -7.32102], [-8.40524, 10.71174, -5.73822], [-8.53626, 9.12595, -8.17113], [-7.66276, 11.89679, -8.28681], [-6.64833, 10.09786, -7.16900]],
  "lowdin_charge": [0.17, -0.01, -0.24, -0.28, 0.16, 0.17, -0.39, 0.15, 0.07, 0.04, -0.47, 0.17, -0.09, -0.33, -0.15, 0.01, 0.17, -0.41, 0.17, 0.08, 0.15, 0.14, 0.13, -0.01, 0.05, -1.50, 0.52, 0.53, 0.51, 0.00, -1.50, 0.49, 0.65, 0.53, -0.08, -1.51, 0.51, 0.56, 0.54, -0.06, -1.48, 0.52, 0.57, 0.52, 0.02, -1.55, 0.47, 0.52, 0.54, -0.07, -1.55, 0.47, 0.52, 0.53, -0.05, -1.56, 0.51, 0.52, 0.50, 0.01, -1.52, 0.54, 0.52, 0.54, 0.02, -1.50, 0.49, 0.50, 0.65, 0.01, -1.54, 0.54, 0.52, 0.51, -0.05, -1.53, 0.51, 0.52, 0.54, -0.02, -1.57, 0.50, 0.52, 0.52, -0.11, -1.53, 0.47, 0.52, 0.52, 0.02, -1.52, 0.54, 0.47, 0.53, 0.02, -1.51, 0.53, 0.53, 0.58, 0.02, -1.54, 0.51, 0.53, 0.52, -0.01, -1.52, 0.53, 0.55, 0.53, 0.02, -1.53, 0.52, 0.53, 0.48, 0.02, -1.56, 0.52, 0.51, 0.52, -0.04],
  "e_homo_ev": -10.3,
  "lumo_energy_ev": -0.5,
  "orbital_gap_ev": 9.8,
  "total_charge": 0
}


no.,F_max (eV/A)
1,5.4
2,2.2
3,4.6
4,3.0
5,1.9
6,3.6